{
  "formula": "C34H23ClN4PRuSSeTe",
  "method": "wB97M-V/def2-TZVPD",
  "elements": ["Ru", "Se", "N", "C", "C", "C", "C", "C", "N", "C", "C", "N", "C", "C", "C", "C", "C", "N", "H", "H", "H", "H", "H", "H", "Cl", "C", "C", "C", "C", "C", "C", "P", "C", "C", "C", "C", "C", "C", "C", "C", "C", "C", "C", "C", "H", "H", "H", "H", "H", "H", "H", "H", "H", "H", "H", "H", "H", "H", "Te", "C", "C", "C", "C", "S", "H", "H", "H"],
  "xyz": [[-0.67, 0.12, 0.07], [-8.04, -1.30, 1.54], [-6.58, -2.31, 1.49], [-5.58, -1.53, 1.17], [-4.20, -2.01, 1.05], [-3.82, -3.33, 1.27], [-2.49, -3.66, 1.15], [-1.57, -2.69, 0.80], [-1.92, -1.42, 0.56], [-3.23, -1.08, 0.70], [-3.55, 0.32, 0.47], [-2.52, 1.12, 0.14], [-2.75, 2.41, -0.06], [-4.02, 2.97, 0.05], [-5.09, 2.16, 0.37], [-4.85, 0.80, 0.59], [-5.90, -0.16, 0.95], [-7.16, 0.17, 1.09], [-4.57, -4.06, 1.55], [-2.15, -4.67, 1.32], [-0.51, -2.91, 0.69], [-1.89, 3.02, -0.31], [-4.16, 4.02, -0.12], [-6.09, 2.55, 0.46], [-0.53, 0.46, 2.55], [1.02, -0.21, 3.06], [1.25, -0.32, 4.42], [2.47, -0.84, 4.84], [3.43, -1.21, 3.91], [3.18, -1.07, 2.55], [1.96, -0.55, 2.11], [1.58, -0.31, 0.36], [2.89, -1.04, -0.60], [2.84, -2.40, -0.88], [3.83, -2.99, -1.66], [4.86, -2.20, -2.16], [4.91, -0.84, -1.89], [3.93, -0.25, -1.11], [1.48, 1.49, 0.11], [1.74, 2.44, 1.11], [1.44, 3.77, 0.90], [0.86, 4.18, -0.30], [0.61, 3.27, -1.30], [0.91, 1.92, -1.11], [0.49, -0.03, 5.13], [2.66, -0.95, 5.89], [4.38, -1.61, 4.24], [3.93, -1.35, 1.83], [2.03, -3.01, -0.50], [3.80, -4.05, -1.87], [5.63, -2.66, -2.77], [5.71, -0.24, -2.29], [3.97, 0.81, -0.90], [2.20, 2.14, 2.04], [1.66, 4.50, 1.67], [0.64, 5.23, -0.46], [0.21, 3.59, -2.25], [0.87, 1.25, -1.96], [-1.07, -0.70, -2.29], [0.26, 0.16, -3.64], [1.56, -0.17, -3.88], [2.13, 0.61, -4.92], [1.24, 1.51, -5.44], [-0.31, 1.33, -4.76], [2.11, -0.93, -3.33], [3.15, 0.53, -5.25], [1.41, 2.23, -6.22]],
  "total_charge": 2,
  "lumo_ev": [-6.0, -7.5],
  "homo_lumo_gap_ha": [0.282, 0.226],
  "multiplicity": 2
}



{
  "formula": "C34H24Cl2IrN2O6S5",
  "method": "wB97M-V/def2-TZVPD",
  "elements": ["Ir", "C", "C", "O", "C", "C", "C", "C", "C", "C", "O", "H", "H", "H", "H", "H", "H", "H", "Cl", "C", "C", "C", "Cl", "C", "O", "C", "C", "O", "C", "H", "H", "H", "C", "S", "C", "C", "S", "S", "C", "S", "S", "H", "H", "H", "O", "C", "N", "C", "C", "O", "N", "C", "C", "C", "C", "C", "C", "C", "C", "C", "C", "C", "C", "H", "H", "H", "H", "H", "H", "H", "H", "H", "H", "H"],
  "xyz": [[0.59, 0.39, -1.04], [3.63, 0.53, 1.95], [2.36, 0.97, 1.29], [2.18, 0.51, 0.13], [1.45, 1.84, 1.94], [1.68, 2.29, 3.26], [0.80, 3.11, 3.90], [-0.38, 3.51, 3.22], [-0.64, 3.10, 1.95], [0.28, 2.27, 1.25], [-0.01, 1.99, 0.02], [4.17, -0.14, 1.28], [3.41, 0.01, 2.88], [4.26, 1.39, 2.18], [2.58, 1.98, 3.78], [0.98, 3.45, 4.91], [-1.10, 4.13, 3.73], [-1.53, 3.40, 1.42], [3.21, -1.99, -7.29], [2.75, -1.11, -5.86], [3.65, -0.19, -5.32], [3.32, 0.53, -4.20], [4.43, 1.68, -3.55], [2.06, 0.38, -3.56], [1.75, 1.13, -2.56], [1.18, -0.58, -4.13], [-0.11, -0.85, -3.56], [-0.64, -0.25, -2.60], [1.54, -1.31, -5.28], [4.62, -0.03, -5.78], [-0.69, -1.65, -4.02], [0.83, -2.02, -5.71], [1.27, 5.62, -2.80], [-0.31, 6.33, -3.33], [-1.05, 4.99, -4.18], [-1.29, 3.71, -3.67], [-1.07, 3.19, -2.11], [-1.97, 2.60, -4.87], [-2.16, 3.71, -6.18], [-2.80, 3.34, -7.63], [-1.56, 5.30, -5.79], [1.74, 6.39, -2.20], [1.88, 5.39, -3.67], [1.10, 4.73, -2.19], [1.05, -1.96, -0.94], [0.25, -1.93, 0.02], [-0.18, -2.93, 0.81], [-1.10, -2.40, 1.82], [-1.12, -0.88, 1.44], [-1.75, -0.04, 2.02], [-0.29, -0.74, 0.36], [-2.52, -2.93, 1.66], [-2.89, -3.71, 0.57], [-4.21, -4.12, 0.42], [-5.17, -3.75, 1.35], [-4.80, -2.96, 2.44], [-3.48, -2.55, 2.59], [-0.54, -2.61, 3.21], [-0.75, -3.82, 3.87], [-0.19, -4.05, 5.12], [0.58, -3.07, 5.72], [0.80, -1.87, 5.08], [0.25, -1.64, 3.82], [0.17, -3.87, 0.78], [-2.16, -4.00, -0.17], [-4.49, -4.73, -0.43], [-6.20, -4.06, 1.23], [-5.54, -2.65, 3.16], [-3.20, -1.93, 3.43], [-1.37, -4.58, 3.40], [-0.36, -5.00, 5.61], [1.01, -3.25, 6.70], [1.40, -1.10, 5.55], [0.42, -0.68, 3.33]],
  "lumo_ev": [-0.7, -2.1],
  "homo_lumo_gap_ha": [0.262, 0.222],
  "relative_energy_kcal_mol": 69.0,
  "multiplicity": 2
}



{
  "formula": "C34H24NO4S",
  "method": "wB97M-V/def2-TZVPD",
  "elements": ["C", "C", "C", "C", "S", "C", "C", "N", "H", "H", "H", "H", "H", "H", "H", "H", "C", "C", "C", "C", "C", "C", "C", "O", "C", "C", "C", "C", "C", "C", "C", "O", "H", "H", "H", "H", "H", "H", "H", "H", "C", "C", "C", "C", "C", "C", "C", "O", "C", "C", "C", "C", "C", "C", "C", "O", "H", "H", "H", "H", "H", "H", "H", "H"],
  "xyz": [[6.61, 4.33, -1.50], [5.02, 4.81, -1.44], [3.91, 3.58, -1.61], [2.31, 4.06, -1.51], [1.02, 2.68, -1.68], [1.90, 5.65, -1.30], [3.17, 6.71, -1.16], [4.63, 6.27, -1.24], [7.24, 4.97, -2.26], [6.71, 3.17, -1.74], [7.01, 4.49, -0.39], [4.22, 2.44, -1.79], [0.24, 2.78, -0.49], [0.77, 5.97, -1.26], [2.95, 7.84, -0.99], [5.37, 7.03, -1.17], [2.28, -2.01, -1.18], [1.69, -0.76, -0.96], [1.38, -0.37, 0.34], [1.64, -1.22, 1.42], [2.21, -2.47, 1.19], [2.54, -2.86, -0.11], [2.44, -3.40, 2.32], [2.94, -4.50, 2.12], [2.06, -2.99, 3.68], [2.22, -3.88, 4.75], [1.88, -3.50, 6.04], [1.37, -2.22, 6.28], [1.20, -1.33, 5.22], [1.54, -1.72, 3.91], [1.32, -0.78, 2.79], [0.87, 0.34, 3.00], [2.54, -2.31, -2.20], [1.48, -0.10, -1.80], [0.92, 0.61, 0.51], [3.00, -3.84, -0.30], [2.62, -4.88, 4.57], [2.00, -4.19, 6.87], [1.11, -1.91, 7.29], [0.80, -0.33, 5.41], [-6.64, -2.57, -4.34], [-5.38, -2.74, -4.91], [-4.24, -2.33, -4.21], [-4.36, -1.76, -2.94], [-5.63, -1.57, -2.38], [-6.77, -1.99, -3.08], [-5.77, -0.92, -1.06], [-6.88, -0.76, -0.57], [-4.57, -0.45, -0.35], [-4.70, 0.22, 0.87], [-3.56, 0.66, 1.55], [-2.29, 0.41, 1.02], [-2.16, -0.25, -0.20], [-3.30, -0.68, -0.89], [-3.15, -1.35, -2.20], [-2.04, -1.56, -2.66], [-7.52, -2.90, -4.88], [-5.28, -3.18, -5.89], [-3.25, -2.47, -4.65], [-7.76, -1.86, -2.64], [-5.68, 0.42, 1.29], [-3.66, 1.18, 2.50], [-1.40, 0.74, 1.56], [-1.17, -0.44, -0.60]],
  "total_charge": 1,
  "lumo_ev": -5.2,
  "homo_lumo_gap_ha": 0.218,
  "multiplicity": 1
}



{
  "formula": "C34H25AsBr4HgNOSSe",
  "method": "wB97M-V/def2-TZVPD",
  "elements": ["Hg", "Br", "C", "Br", "H", "H", "Br", "C", "C", "C", "Br", "C", "C", "C", "C", "N", "C", "C", "O", "H", "H", "H", "H", "S", "C", "C", "C", "C", "C", "C", "As", "C", "C", "C", "C", "C", "C", "C", "C", "C", "C", "C", "C", "H", "H", "H", "H", "H", "H", "H", "H", "H", "H", "H", "H", "H", "H", "Se", "C", "C", "C", "C", "C", "C", "H", "H", "H", "H", "H"],
  "xyz": [[-0.44, 2.46, 1.16], [-0.35, 4.59, 2.62], [-2.66, 2.12, 1.45], [-3.71, 0.82, 0.43], [-3.12, 3.08, 1.23], [-2.85, 1.87, 2.49], [4.12, 3.08, -1.86], [4.06, 2.41, -0.09], [5.27, 2.18, 0.55], [5.29, 1.77, 1.86], [6.99, 1.42, 2.68], [4.10, 1.63, 2.60], [4.03, 1.30, 3.97], [2.83, 1.29, 4.61], [1.67, 1.59, 3.88], [1.70, 1.84, 2.59], [2.86, 1.88, 1.94], [2.79, 2.22, 0.52], [1.70, 2.37, -0.08], [6.19, 2.33, 0.00], [4.95, 1.06, 4.49], [2.76, 1.08, 5.67], [0.69, 1.63, 4.35], [-0.85, 3.51, -1.54], [-1.70, 2.54, -2.71], [-2.46, 3.23, -3.67], [-3.21, 2.57, -4.62], [-3.24, 1.19, -4.64], [-2.50, 0.48, -3.71], [-1.70, 1.12, -2.76], [-0.71, 0.10, -1.43], [1.02, -0.10, -2.30], [1.32, 0.41, -3.56], [2.54, 0.12, -4.16], [3.46, -0.68, -3.51], [3.18, -1.17, -2.24], [1.97, -0.88, -1.65], [-1.28, -1.73, -1.96], [-2.12, -2.46, -1.13], [-2.52, -3.75, -1.47], [-2.07, -4.33, -2.65], [-1.22, -3.61, -3.48], [-0.83, -2.33, -3.13], [-2.46, 4.31, -3.63], [-3.80, 3.14, -5.34], [-3.83, 0.66, -5.38], [-2.52, -0.60, -3.74], [0.60, 1.04, -4.07], [2.77, 0.52, -5.14], [4.41, -0.91, -3.99], [3.91, -1.79, -1.71], [1.73, -1.26, -0.66], [-2.47, -2.01, -0.21], [-3.18, -4.31, -0.81], [-2.38, -5.34, -2.91], [-0.86, -4.06, -4.40], [-0.17, -1.78, -3.80], [-0.28, -1.10, 2.40], [-1.50, -1.78, 3.68], [-1.42, -1.39, 5.02], [-2.26, -1.95, 5.96], [-3.20, -2.90, 5.59], [-3.30, -3.28, 4.25], [-2.46, -2.73, 3.31], [-0.68, -0.66, 5.31], [-2.18, -1.65, 7.00], [-3.86, -3.34, 6.33], [-4.04, -4.02, 3.96], [-2.53, -3.02, 2.27]],
  "total_charge": -2,
  "lumo_ev": [3.9, 2.2],
  "homo_lumo_gap_ha": [0.192, 0.130],
  "relative_energy_kcal_mol": 14.3,
  "multiplicity": 2
}